Density functional theory data (wB97M-V/def2-TZVPD) for 10 unconnected molecules or ions with the total composition C41H93F6N7O12 at a distorted geometry.

Structure (XYZ):
```
159
Properties=species:S:1:pos:R:3:forces:R:3
C 1.1410 -0.3229 3.4218 0.5 -0.3 0.8
C 1.9254 0.2341 2.2224 -1.8 -0.5 1.9
N 1.0625 -0.0427 1.1015 -1.6 2.0 -2.6
C 0.8773 -1.2826 0.5091 -0.1 0.6 -0.3
C -0.0213 -1.1369 -0.5217 0.9 1.3 0.4
N -0.3304 0.2244 -0.5938 1.0 0.6 3.0
C 0.2726 0.9030 0.4662 0.6 -3.4 -1.5
C -1.2558 0.8283 -1.5239 -0.2 -0.4 -1.2
H 0.2442 0.1897 3.7698 -0.1 0.6 -0.9
H 1.7900 -0.2494 4.2944 0.2 -0.7 0.2
H 0.8422 -1.3389 3.1637 0.3 -0.2 0.5
H 2.8378 -0.3563 2.1378 0.1 0.5 -0.2
H 2.0026 1.2950 2.4604 0.4 0.1 -0.9
H 1.5082 -2.0907 0.8485 -0.3 -0.2 -0.1
H -0.3503 -1.7901 -1.3164 -0.1 -0.1 0.2
H 0.2315 1.9581 0.6933 -0.6 0.5 0.4
H -1.7824 0.0022 -2.0018 -0.4 0.0 0.4
H -0.7095 1.2572 -2.3640 0.2 0.5 0.3
H -1.9288 1.5398 -1.0455 0.1 0.1 0.3
C -0.5085 5.2984 -0.9379 -2.5 -2.4 4.5
O -1.6744 5.1766 -1.8385 0.4 0.2 -1.7
O -0.9867 4.7505 0.2664 3.0 1.0 -4.0
C 0.7949 4.6604 -1.6098 -1.7 -0.1 1.5
F 1.0536 5.2135 -2.7983 1.0 0.9 -0.7
F 1.8851 4.8260 -0.7758 -0.6 -0.3 -1.2
F 0.6959 3.3404 -1.9224 0.2 -0.2 0.7
C -1.6787 5.8075 -3.1119 0.5 0.2 0.8
C -3.0752 6.0533 -3.5879 -0.3 -0.1 0.3
H -3.5977 5.0980 -3.6382 -0.4 0.2 0.0
H -3.5377 6.7495 -2.8882 -0.4 -0.3 0.0
H -3.0472 6.5419 -4.5618 -0.1 -0.1 -0.2
H -1.1522 5.2423 -3.8810 0.4 -0.2 -0.1
H -1.2413 6.8033 -3.0402 0.7 0.2 0.0
H -0.2783 6.3440 -0.7334 0.4 0.8 -0.8
C -3.8548 1.4644 1.7212 3.5 5.0 -0.9
O -3.2213 1.2062 2.9675 -1.2 -3.9 2.3
O -3.0082 2.5261 1.2407 -3.3 -4.6 -0.7
C -4.0972 0.1166 0.8263 1.5 3.5 1.0
F -3.1644 -0.7974 0.9054 1.7 -2.7 2.6
F -5.2872 -0.3863 1.1523 -1.0 -1.1 -0.4
F -3.9711 0.2925 -0.4850 -2.2 1.6 -2.0
C -3.9974 0.3647 3.9216 2.6 0.1 1.3
C -2.9654 -0.0104 5.0641 -0.8 0.7 -0.2
H -3.1626 -1.0242 5.4123 0.2 -0.2 0.0
H -1.9358 0.1148 4.7290 -0.1 -0.1 -0.2
H -3.1021 0.6348 5.9320 0.1 0.2 0.0
H -4.3876 -0.6302 3.7069 0.0 -0.1 -1.7
H -4.8447 0.8039 4.4481 -0.2 1.0 -0.5
H -4.7681 1.8935 2.1333 -1.5 -0.4 -1.1
O 1.3194 3.3100 3.9204 1.8 -0.1 1.1
C 0.1148 3.6821 3.4723 -4.6 0.6 -4.1
O -0.5703 3.0541 2.7013 0.9 -8.5 -2.4
O -0.4219 4.7657 3.5378 2.2 7.2 5.3
H 1.5979 4.1901 4.1840 0.7 0.3 0.5
C 2.7145 -1.3025 -3.2318 -1.7 -0.1 -0.8
C 2.4292 0.1839 -3.1637 1.4 -0.6 2.4
C 3.7865 0.8526 -3.3583 -0.7 1.4 -0.3
C 3.6436 2.3867 -3.3452 0.0 -0.6 -0.1
C 4.9421 3.1123 -3.7422 0.4 0.1 -0.2
C 4.8988 4.6480 -4.0700 -1.1 -1.6 0.8
H 1.7171 -1.7091 -3.0644 0.1 -1.0 -0.3
H 3.3843 -1.7180 -2.4790 0.1 0.4 0.0
H 3.0631 -1.4911 -4.2471 0.1 -0.7 0.0
H 1.5942 0.5210 -3.7779 0.4 0.0 -0.5
H 2.0623 0.2987 -2.1438 0.0 0.7 0.2
H 4.0628 0.4871 -4.3473 0.7 0.3 -0.2
H 4.5590 0.5641 -2.6455 -0.2 -0.5 0.2
H 2.7954 2.4688 -4.0250 0.2 1.1 -0.4
H 3.2443 2.6684 -2.3709 0.1 0.3 0.1
H 5.7052 2.9563 -2.9797 -0.1 -0.1 0.4
H 5.3380 2.5129 -4.5620 0.1 0.3 -0.6
H 3.9119 4.7500 -4.5213 0.2 0.7 -0.4
H 4.8684 5.1865 -3.1228 0.0 0.2 -0.1
H 5.7245 5.0254 -4.6734 -0.2 -0.2 -0.1
C 4.2316 2.6043 6.1705 0.2 0.9 -0.5
C 4.1763 1.6075 5.0142 0.3 -0.9 1.2
C 4.9837 2.0753 3.7969 -0.9 1.3 0.4
O 4.8089 1.2393 2.7113 0.4 -1.6 -1.4
C 5.4320 1.6790 1.4753 -1.0 0.5 1.3
N 4.6718 0.2874 5.5023 0.5 0.0 -0.4
H 3.6291 3.4925 5.9804 -0.5 -0.3 0.0
H 5.2108 3.0718 6.2743 0.5 -0.4 0.0
H 3.9685 2.1736 7.1366 -0.2 -0.1 -0.2
H 3.1329 1.3454 4.8392 0.0 0.8 -0.8
H 6.0356 2.1795 4.0630 0.4 -0.2 0.2
H 4.6444 3.0745 3.5242 -0.2 0.4 0.0
H 4.8107 2.4899 1.0951 0.2 0.4 -0.1
H 5.4120 0.9175 0.6956 0.1 -0.4 0.5
H 6.4364 2.0324 1.7084 0.2 0.0 -0.3
H 5.5290 0.4022 6.0239 0.2 0.3 0.4
H 5.0210 -0.1314 4.6521 -0.1 -0.7 -0.3
C -1.4138 -2.8363 3.3684 0.8 0.2 -0.6
C -1.8896 -4.2514 3.2905 -1.5 0.1 -1.1
C -2.4037 -4.6231 1.7835 0.5 -0.3 1.4
O -2.7888 -6.0248 1.5834 1.4 1.7 0.6
C -3.9093 -6.1795 2.3817 -1.1 -1.8 -0.3
N -0.9071 -5.2144 3.7270 0.2 -0.6 -0.6
H -2.2634 -2.1538 3.3479 0.4 0.2 0.1
H -0.6962 -2.5983 2.5832 -0.4 0.1 -0.5
H -0.7730 -2.7263 4.2433 -0.5 0.3 0.5
H -2.6804 -4.2695 4.0404 -0.9 -0.2 -0.4
H -1.5741 -4.3240 1.1428 0.0 -0.5 -0.3
H -3.3216 -4.1249 1.4716 0.3 0.9 0.4
H -4.2721 -7.1842 2.1646 -0.1 -0.2 0.2
H -4.7331 -5.5267 2.0931 0.0 0.5 0.1
H -3.7290 -6.1140 3.4547 0.1 0.2 0.1
H -0.7191 -5.0458 4.7050 0.1 0.0 0.2
H -1.4320 -6.0759 3.6777 0.4 -0.7 0.1
C 5.5501 -3.4678 1.2902 -0.5 0.7 0.5
C 5.1407 -2.6786 2.5708 0.4 -1.5 -1.2
C 3.9210 -3.2670 3.2918 -0.4 1.4 -1.1
O 2.9021 -3.3507 2.3062 1.1 -1.0 0.1
C 1.8786 -4.2510 2.6036 -1.8 0.6 -0.2
N 6.3013 -2.7481 3.3830 1.7 0.7 1.8
H 5.8434 -4.4736 1.5908 -0.4 -0.3 -0.3
H 6.4480 -3.0096 0.8756 0.0 0.2 0.1
H 4.7567 -3.3950 0.5463 0.1 -0.6 0.0
H 5.0215 -1.6588 2.2051 -0.5 0.2 0.6
H 3.5605 -2.5923 4.0683 0.2 0.3 0.3
H 4.1477 -4.2028 3.8027 0.1 -0.5 -0.4
H 2.0246 -5.0309 3.3510 0.7 0.1 0.1
H 1.5118 -4.7289 1.6953 0.2 -0.1 -0.2
H 1.0414 -3.6392 2.9397 -0.2 -0.3 0.3
H 6.1711 -2.4050 4.3239 -0.3 0.6 0.1
H 6.6729 -3.6679 3.5726 -0.2 -0.5 -0.7
C -4.2014 0.3748 -3.9528 0.2 -0.6 -0.5
C -4.3805 1.7382 -4.5798 1.1 0.4 0.6
C -4.6714 1.7293 -6.0737 0.0 -0.1 -1.5
O -3.5816 1.3049 -6.9151 1.9 0.3 0.6
C -3.9073 1.1172 -8.2839 -1.8 -0.5 1.1
N -5.3531 2.4625 -3.7766 -1.1 0.0 -0.9
H -3.3418 -0.1517 -4.3675 0.3 0.2 0.1
H -5.0341 -0.2766 -4.2182 -0.4 0.0 -0.1
H -4.1669 0.3853 -2.8634 0.3 0.3 -0.1
H -3.5101 2.3774 -4.4316 0.7 -0.5 -0.2
H -4.9081 2.7206 -6.4604 -0.3 0.5 0.4
H -5.5331 1.1026 -6.3034 -0.4 -0.3 0.1
H -4.5243 1.9410 -8.6428 -0.4 0.1 0.0
H -4.4715 0.1903 -8.1811 -0.6 -0.1 -1.2
H -3.1733 0.9781 -9.0776 1.0 0.1 1.0
H -5.7821 3.1355 -4.3956 -0.1 0.7 0.1
H -6.1306 1.8597 -3.5481 -0.2 -0.4 0.3
C -1.2310 -4.5947 -2.2900 -0.8 -0.2 0.3
C -2.2721 -3.6355 -2.9056 0.2 -3.0 0.2
C -3.3041 -3.2503 -1.8988 0.4 0.7 0.2
O -4.2030 -2.3598 -2.5571 0.2 -1.0 1.0
C -5.4125 -2.2671 -1.8651 -1.4 -0.3 -0.1
N -1.6412 -2.4756 -3.3577 0.5 2.4 -1.3
H -0.6823 -4.0814 -1.5004 0.2 0.1 -0.2
H -0.5444 -5.0561 -2.9998 0.0 0.4 -0.1
H -1.7419 -5.4186 -1.7916 -0.1 -0.2 0.0
H -2.7642 -4.0918 -3.7646 -0.4 -0.7 0.1
H -2.7267 -2.7302 -1.1344 -0.3 0.4 0.5
H -3.8001 -4.0806 -1.3960 -0.2 -0.2 -0.4
H -6.0406 -1.6314 -2.4892 -0.1 0.4 0.6
H -5.4204 -2.0670 -0.7937 0.9 1.4 -0.1
H -5.9679 -3.1981 -1.7514 0.1 -1.0 -1.0
H -1.4006 -2.5935 -4.3315 0.9 -0.3 -0.2
H -2.4228 -1.8577 -3.5233 -0.1 1.0 0.4
```
Positions in Å, forces in eV/Å.

Computed properties:
charge = -2
highest occupied orbital energy = 0.01553 Ha
gap between HOMO and LUMO = 3.078 eV
molecular weight = 990.2 Da
strongest force on any atom = 9.3 eV Å⁻¹